Here is 2 unconnected molecules or ions with the total composition C5H7NO from the Open Molecules 2025 dataset. Energies are from the ωB97M-V functional and the def2-TZVPD basis.

Structure (XYZ):
```
14
Properties=species:S:1:pos:R:3:forces:R:3:nbo_charge:R:1
C -0.08002 -1.68966 1.39049 0.0 0.0 0.0 -0.651
C 0.08874 -0.78995 0.20724 -0.1 0.0 -0.1 -0.091
C -0.91131 -0.22695 -0.47473 0.1 -0.1 0.1 -0.304
C -0.68702 0.78227 -1.52385 0.2 0.0 0.0 0.111
N 0.44651 1.34570 -1.67781 -0.4 -0.1 -0.1 -0.635
C 1.17823 2.06117 1.02686 1.4 0.3 -0.2 0.512
O 2.28530 2.21960 0.82173 -1.3 -0.2 0.3 -0.513
H 0.31335 -2.69512 1.20357 0.0 0.1 0.0 0.223
H -1.12946 -1.77167 1.69055 0.2 0.0 -0.1 0.212
H 0.48546 -1.28541 2.23831 -0.1 -0.1 -0.1 0.225
H 1.10835 -0.54814 -0.09666 -0.2 0.0 0.1 0.213
H -1.94617 -0.47179 -0.23825 0.1 0.1 0.0 0.202
H -1.56307 1.04138 -2.13350 0.1 0.0 0.1 0.155
H 0.41113 2.02859 -2.43395 0.0 -0.1 0.0 0.341
```
Forces are in eV/Å.

Calculated values
2S+1   1
E_HOMO   -9.4 eV
ΔE to the lowest compared entry with this formula, charge and spin   145.7 kJ/mol
E_tot   -8834.6930 eV
Gap between HOMO and LUMO   10.0650 eV


Here is a single C5H7NO molecule from the Open Molecules 2025 dataset. Energies are from the ωB97M-V functional and the def2-TZVPD basis.

Structure (XYZ):
```
14
Properties=species:S:1:pos:R:3:forces:R:3:nbo_charge:R:1
O 0.91158 -0.12696 2.66085 0.0 0.1 -0.1 -0.671
C 0.62817 0.18390 1.50268 -0.1 0.0 -0.2 0.450
C 0.76690 -0.90592 0.36379 0.0 -0.1 0.1 -0.321
N -0.17586 -0.37220 -0.61354 -0.4 -0.2 -0.2 -0.175
C -1.14264 -1.00588 -1.14585 0.3 0.2 0.1 0.030
C 0.14131 1.32005 0.86970 0.0 0.0 0.2 -0.546
C -0.03075 1.11362 -0.60066 -0.1 0.0 -0.1 -0.213
H 0.47827 -1.90820 0.68570 0.0 0.1 0.0 0.215
H 1.77139 -0.90951 -0.07514 -0.1 0.0 0.1 0.219
H -1.25121 -2.07069 -0.96246 0.1 0.1 0.0 0.207
H -1.87427 -0.46329 -1.73636 0.1 -0.1 0.0 0.206
H -0.13950 2.24100 1.36193 0.1 -0.1 -0.1 0.225
H -0.92682 1.55662 -1.05547 0.1 -0.1 0.1 0.194
H 0.83120 1.34568 -1.25502 -0.1 0.0 0.1 0.179
```
Forces are in eV/Å.

Calculated values
2S+1   1
E_HOMO (spin up / spin down)   -6.9 / -6.9 eV
ΔE to the lowest compared entry with this formula, charge and spin   288.7 kJ/mol
E_tot   -8833.2103 eV
Gap between HOMO and LUMO (spin up / spin down)   6.3196 / 6.3208 eV


Here is a single C5H7NO molecule from the Open Molecules 2025 dataset. Energies are from the ωB97M-V functional and the def2-TZVPD basis.

Structure (XYZ):
```
14
Properties=species:S:1:pos:R:3:forces:R:3:nbo_charge:R:1
C 1.66414 1.51694 0.02520 1.2 1.1 0.1 -0.320
C 1.68298 0.32756 0.13886 -0.3 0.6 0.2 0.058
C 1.09906 -0.91625 0.17796 -2.8 -2.1 0.3 -0.521
C -0.51808 -0.78066 0.65854 2.9 -1.0 0.5 -0.186
N -1.11875 0.42624 0.27695 1.9 1.9 -0.1 -0.648
C -1.77070 0.38331 -0.93102 0.0 0.8 -0.1 0.537
O -2.12721 -0.60241 -1.54280 0.2 0.5 0.5 -0.596
H 2.19260 2.41035 -0.04606 0.1 1.3 -0.2 0.238
H 1.50825 -1.62296 0.87445 0.4 -0.3 0.2 0.238
H 1.06952 -1.33358 -0.81447 0.1 -0.4 -0.4 0.241
H -0.92704 -1.69865 0.23550 -0.5 0.5 0.1 0.241
H -0.44271 -0.83409 1.73396 -0.2 -0.2 0.4 0.191
H -0.36178 1.30622 0.44702 -2.7 -2.7 -0.8 0.424
H -1.95026 1.41799 -1.23409 -0.4 0.1 -0.6 0.104
```
Forces are in eV/Å.

Calculated values
2S+1   1
E_HOMO   -9.7 eV
ΔE to the lowest compared entry with this formula, charge and spin   298.1 kJ/mol
E_tot   -8833.1131 eV
Gap between HOMO and LUMO   10.4167 eV


Here is a single C5H7NO molecule from the Open Molecules 2025 dataset. Energies are from the ωB97M-V functional and the def2-TZVPD basis.

Structure (XYZ):
```
14
Properties=species:S:1:pos:R:3:forces:R:3:nbo_charge:R:1
C -1.02206 -0.98070 0.64862 0.0 -0.1 0.0 -0.598
C -0.54849 0.40692 0.16741 0.1 0.0 0.1 -0.326
C -1.57078 1.03291 -0.68434 -0.7 0.5 -0.6 0.289
N -2.34247 1.49320 -1.41388 0.7 -0.4 0.8 -0.325
C 0.77001 0.39855 -0.62764 0.0 0.0 0.1 -0.502
C 1.96274 -0.10171 0.14947 0.0 -0.1 0.4 0.446
O 1.94814 -0.41222 1.31733 0.0 0.2 -0.6 -0.520
H -1.51898 -1.53498 -0.15722 0.1 0.1 0.2 0.217
H -1.73031 -0.86657 1.48102 0.2 -0.1 -0.3 0.226
H -0.16485 -1.55761 1.00887 -0.2 0.1 0.0 0.234
H -0.39080 1.04358 1.04768 -0.1 -0.1 -0.2 0.255
H 0.68820 -0.18692 -1.55023 0.0 0.0 0.1 0.239
H 1.01728 1.42194 -0.94496 0.0 -0.2 0.0 0.248
H 2.90237 -0.15639 -0.44215 -0.1 0.0 0.1 0.117
```
Forces are in eV/Å.

Calculated values
2S+1   1
E_HOMO   -10.4 eV
ΔE to the lowest compared entry with this formula, charge and spin   73.9 kJ/mol
E_tot   -8835.4374 eV
Gap between HOMO and LUMO   11.1886 eV


Here is a single C5H7NO molecule from the Open Molecules 2025 dataset. Energies are from the ωB97M-V functional and the def2-TZVPD basis.

Structure (XYZ):
```
14
Properties=species:S:1:pos:R:3:forces:R:3:nbo_charge:R:1
N -2.74601 -1.06417 -1.24252 1.1 0.2 0.0 -0.327
C -1.61722 -0.81248 -1.25048 -0.9 -0.2 0.0 0.285
C -0.19181 -0.46065 -1.23942 0.1 0.0 -0.1 -0.532
C 0.35267 -0.22997 0.16717 -0.1 0.3 -0.1 0.235
O 0.84134 -1.38482 0.78281 -0.2 -0.2 0.1 -0.695
C 1.12189 1.01952 0.44445 0.2 0.1 -0.1 -0.420
C -0.25191 0.82715 1.04026 -0.2 0.0 0.1 -0.442
H -0.05842 0.42816 -1.86500 -0.1 -0.1 0.1 0.254
H 0.38056 -1.27386 -1.69787 -0.1 0.1 0.0 0.266
H 0.08586 -1.89880 1.09863 0.1 0.0 0.0 0.475
H 1.97518 0.92983 1.10851 -0.1 0.0 -0.1 0.234
H 1.23532 1.74076 -0.36068 0.0 -0.1 0.1 0.214
H -1.08462 1.41344 0.66043 0.2 -0.1 0.0 0.224
H -0.29600 0.60017 2.10142 0.0 0.0 -0.2 0.230
```
Forces are in eV/Å.

Calculated values
2S+1   1
E_HOMO   -10.6 eV
ΔE to the lowest compared entry with this formula, charge and spin   134.8 kJ/mol
E_tot   -8834.8055 eV
Gap between HOMO and LUMO   11.3433 eV


Here is a molecular structure, C5H7NO from the Open Molecules 2025 dataset. Energies are from the ωB97M-V functional and the def2-TZVPD basis.

Structure (XYZ):
```
14
Properties=species:S:1:pos:R:3:forces:R:3:nbo_charge:R:1
N 2.27319 -0.01132 0.49731 -1.7 -0.1 1.0 -0.763
C 1.82606 -0.96253 -0.11416 -0.7 0.2 0.5 0.781
O 1.27240 -1.83201 -0.71571 1.5 0.2 0.5 -0.592
C -0.59552 -0.32762 -1.12590 -0.6 0.8 -0.3 -0.049
C -1.19005 -0.52185 0.25560 0.0 0.0 0.1 -0.461
C -0.65321 0.91282 0.49480 1.5 0.0 2.1 -0.140
C -0.09948 0.90180 -0.86685 -0.1 -0.1 -0.1 -0.282
H 1.25177 0.47943 1.31579 2.1 -1.2 -2.2 0.357
H -0.69692 -0.92485 -2.02851 0.2 0.2 0.2 0.228
H -0.68374 -1.25218 0.89256 -0.2 -0.1 -0.2 0.225
H -2.27303 -0.68525 0.28942 0.2 0.2 0.1 0.219
H 0.31262 0.83605 1.61138 -1.8 0.3 -1.7 0.015
H -1.19648 1.74550 0.92959 -0.3 -0.1 -0.2 0.229
H 0.45239 1.64202 -1.43533 -0.1 -0.2 0.1 0.233
```
Forces are in eV/Å.

Calculated values
2S+1   1
E_HOMO   -9.5 eV
ΔE to the lowest compared entry with this formula, charge and spin   473.5 kJ/mol
E_tot   -8831.2952 eV
Gap between HOMO and LUMO   9.3765 eV


Here is a single C5H7NO molecule from the Open Molecules 2025 dataset. Energies are from the ωB97M-V functional and the def2-TZVPD basis.

Structure (XYZ):
```
14
Properties=species:S:1:pos:R:3:forces:R:3:nbo_charge:R:1
C 1.53652 0.16486 0.95185 0.3 0.0 0.0 -0.263
N 0.85410 -1.09315 1.30550 -0.1 -0.1 -0.1 -0.582
C 0.25691 -0.24599 0.32212 -0.1 -0.2 -0.1 0.057
C -1.10502 0.43277 0.12739 -0.1 0.4 0.4 0.064
C -0.72274 0.71672 -1.34561 0.0 0.2 0.0 -0.412
C -0.38023 -0.73865 -1.01955 0.5 -0.2 -0.2 0.075
O -1.66973 -0.84767 -0.30926 0.1 -0.2 0.1 -0.516
H 1.57697 0.94978 1.72640 -0.4 -0.2 -0.6 0.197
H 2.48852 0.04675 0.43945 -0.1 -0.1 0.0 0.198
H 0.43095 -1.10500 2.22280 -0.1 0.2 0.1 0.362
H -1.67560 1.05091 0.82072 0.0 -0.1 -0.1 0.196
H 0.11007 1.39419 -1.54689 -0.1 0.0 0.1 0.202
H -1.57529 0.84981 -2.01513 0.1 0.0 0.1 0.219
H -0.12544 -1.57532 -1.67978 0.1 0.3 0.2 0.204
```
Forces are in eV/Å.

Calculated values
2S+1   1
E_HOMO   -9.4 eV
ΔE to the lowest compared entry with this formula, charge and spin   437.6 kJ/mol
E_tot   -8831.6670 eV
Gap between HOMO and LUMO   10.4947 eV


Here is a molecular structure, C5H7NO from the Open Molecules 2025 dataset. Energies are from the ωB97M-V functional and the def2-TZVPD basis.

Structure (XYZ):
```
14
Properties=species:S:1:pos:R:3:forces:R:3:nbo_charge:R:1
O 1.67684 -0.62580 -0.96088 0.1 0.1 -0.1 -0.710
C 1.13449 -0.31436 0.30134 0.0 0.1 0.3 0.072
C 0.49783 1.03721 0.43161 0.3 0.2 -0.1 -0.146
C -0.85687 0.90009 -0.22245 -0.2 0.2 -0.2 -0.104
C -1.12076 -0.56759 -0.57385 0.0 0.0 -0.1 -0.422
C -0.28573 -0.81913 0.67111 0.0 -0.6 0.1 -0.082
N -0.65762 0.56794 1.21512 0.0 -0.1 0.3 -0.349
H 1.54842 0.15694 -1.51469 0.0 -0.4 0.0 0.472
H 1.87290 -0.55734 1.06831 -0.1 0.1 0.0 0.185
H 0.99790 1.96067 0.71478 -0.3 0.0 -0.4 0.222
H -1.43024 1.75709 -0.56866 0.1 -0.1 0.3 0.217
H -0.78251 -1.00467 -1.51767 0.0 0.2 0.1 0.217
H -2.16741 -0.82807 -0.38777 0.1 0.2 -0.1 0.219
H -0.42726 -1.66299 1.34370 0.0 -0.1 -0.3 0.208
```
Forces are in eV/Å.

Calculated values
2S+1   1
E_HOMO   -9.7 eV
ΔE to the lowest compared entry with this formula, charge and spin   297.3 kJ/mol
E_tot   -8833.1216 eV
Gap between HOMO and LUMO   10.6485 eV


Please write out number 5 again, unchanged.
Here is a single C5H7NO molecule from the Open Molecules 2025 dataset. Energies are from the ωB97M-V functional and the def2-TZVPD basis.

Structure (XYZ):
```
14
Properties=species:S:1:pos:R:3:forces:R:3:nbo_charge:R:1
N -2.74601 -1.06417 -1.24252 1.1 0.2 0.0 -0.327
C -1.61722 -0.81248 -1.25048 -0.9 -0.2 0.0 0.285
C -0.19181 -0.46065 -1.23942 0.1 0.0 -0.1 -0.532
C 0.35267 -0.22997 0.16717 -0.1 0.3 -0.1 0.235
O 0.84134 -1.38482 0.78281 -0.2 -0.2 0.1 -0.695
C 1.12189 1.01952 0.44445 0.2 0.1 -0.1 -0.420
C -0.25191 0.82715 1.04026 -0.2 0.0 0.1 -0.442
H -0.05842 0.42816 -1.86500 -0.1 -0.1 0.1 0.254
H 0.38056 -1.27386 -1.69787 -0.1 0.1 0.0 0.266
H 0.08586 -1.89880 1.09863 0.1 0.0 0.0 0.475
H 1.97518 0.92983 1.10851 -0.1 0.0 -0.1 0.234
H 1.23532 1.74076 -0.36068 0.0 -0.1 0.1 0.214
H -1.08462 1.41344 0.66043 0.2 -0.1 0.0 0.224
H -0.29600 0.60017 2.10142 0.0 0.0 -0.2 0.230
```
Forces are in eV/Å.

Calculated values
2S+1   1
E_HOMO   -10.6 eV
ΔE to the lowest compared entry with this formula, charge and spin   134.8 kJ/mol
E_tot   -8834.8055 eV
Gap between HOMO and LUMO   11.3433 eV


> 2S+1 of number 6 (C5H7NO)?

1